(1)
DFT (ωB97M-V with the def2-TZVPD basis set) results for an isolated ion of composition C6H7N4 and charge +1.

The geometry in ORCA input format:
```
! wB97M-V def2-TZVPD RIJCOSX def2/J DEFGRID3
* xyz 1 1
C 1.799 -1.750 -0.283
C 1.350 -0.765 0.223
C -1.601 -1.373 0.764
C -0.253 1.036 -0.133
C -1.162 -0.076 -0.476
C 0.826 0.487 0.793
N -3.413 -0.460 -0.006
N -2.854 -1.380 0.702
N -0.458 2.255 -0.503
N -2.512 0.200 -0.719
H 1.880 -2.687 -0.812
H -0.740 -2.013 1.146
H -0.781 -0.835 -1.038
H 0.247 0.209 1.639
H 1.560 1.151 0.863
H 0.128 2.853 -0.009
H -3.005 1.101 -1.101
*
```

The value obtained for the LUMO energy is -6.97 eV. The value obtained for the relative energy (zero: lowest compared OMol25 entry of this formula, charge and spin) is 146.4 kcal per mole. The calculation puts the molar mass at 135.2 g/mol. As for the SMILES: [H]/N=C(\CC#C)[C@H]1C=NN=[NH+]1. Its calculated total energy is -12281.6145 eV.


(2)
DFT (ωB97M-V with the def2-TZVPD basis set) results for an isolated ion of composition C6H7N4O2 and charge +1.

The geometry in ORCA input format:
```
! wB97M-V def2-TZVPD RIJCOSX def2/J DEFGRID3
* xyz 1 1
C -0.859 2.038 0.557
C -0.715 -0.976 0.959
C 0.741 -0.759 1.012
C -1.482 -0.232 0.150
C 1.327 -0.121 -0.059
C -0.885 1.015 -0.512
N -0.947 2.820 1.387
N 0.490 0.571 -0.913
N -2.774 -0.612 -0.312
N 2.743 -0.201 -0.250
O -3.157 -1.632 0.190
O -3.335 0.110 -1.131
H -1.103 -1.954 1.276
H 1.341 -1.453 1.567
H -1.645 1.296 -1.229
H 0.816 0.963 -1.847
H 2.985 0.322 -1.072
H 3.105 -1.262 -0.362
H 3.354 0.064 0.589
*
```

The value obtained for the LUMO energy is -4.79 eV. The value obtained for the relative energy (zero: lowest compared OMol25 entry of this formula, charge and spin) is 0.0 kcal per mole. The calculation puts the molar mass at 167.1 g/mol. As for the SMILES: N#C[C@H]1NC([NH3+])=CC=C1[N+](=O)[O-]. Its calculated total energy is -16378.0192 eV.


(3)
DFT (ωB97M-V with the def2-TZVPD basis set) results for one molecule with the formula C6H7N5.

The geometry in ORCA input format:
```
! wB97M-V def2-TZVPD RIJCOSX def2/J DEFGRID3
* xyz 0 1
C 1.919 1.129 -1.193
C 0.737 -0.582 0.034
C -0.287 -2.282 1.348
C -1.535 -0.588 0.756
C -1.028 1.223 -0.419
C -0.416 0.096 0.013
H 1.814 2.218 -0.617
H 2.741 1.155 -1.570
H 1.139 1.142 -2.068
H 2.836 -0.434 -0.051
H -0.236 -3.139 1.724
H -3.558 0.197 1.151
H -0.652 2.030 -1.092
N 1.895 -0.158 -0.529
N 0.813 -1.812 0.640
N -1.357 -1.785 1.328
N -2.495 0.240 0.606
N -2.331 1.349 -0.060
*
```

The value obtained for the LUMO energy is 0.76 eV. The value obtained for the relative energy (zero: lowest compared OMol25 entry of this formula, charge and spin) is 110.7 kcal per mole. The calculation puts the molar mass at 149.2 g/mol. As for the SMILES: CNc1ncnc2[nH]ncc12. Its calculated total energy is -13781.8520 eV.


Number 1: frontier orbital gap 7.43 eV, HOMO -14.39 eV, F_max 4.53 eV/A. Number 2: frontier orbital gap 8.58 eV, HOMO -13.37 eV, F_max 4.90 eV/A. Number 3: frontier orbital gap 9.40 eV, HOMO -8.64 eV, F_max 12.22 eV/A.